(1)
13
Properties=species:S:1:pos:R:3:forces:R:3 method="wB97M-V/def2-TZVPD" multiplicity=1 relative_energy_kcal_mol=124.7 e_tot_ha=-394.76885 orbital_gap_ev=7.4 charge=0 homo_ev=-8.820 max_force_ev_per_a=12.485
H 2.764193 0.757362 0.918573 -4.46 0.53 -2.65
H -1.751662 -0.083602 1.152334 -0.50 -1.29 -0.61
N -1.707442 -0.742973 0.326189 1.32 2.12 1.60
H -2.485655 -0.468085 -0.237031 -0.54 -0.02 -0.72
H -1.205662 -1.265849 -2.038563 0.39 -0.08 -1.24
C -0.463082 -0.374224 -0.248573 2.07 -0.25 -0.56
C 0.182083 1.052040 1.571732 -8.09 4.76 8.24
N -0.546885 1.684117 2.361923 5.33 -4.02 -4.93
C -0.238311 -0.905542 -1.679974 6.79 -1.35 1.79
N 1.753696 0.918477 0.116201 4.90 -3.19 0.33
H 2.154722 0.342195 -0.667278 -0.53 0.95 0.43
C 0.533559 0.256239 0.526992 0.64 0.07 -3.27
O 1.010444 -1.170154 -2.102524 -7.32 1.78 1.59

(2)
13
Properties=species:S:1:pos:R:3:forces:R:3 method="wB97M-V/def2-TZVPD" multiplicity=1 relative_energy_kcal_mol=137.4 e_tot_ha=-394.74858 orbital_gap_ev=8.5 charge=0 homo_ev=-8.996 max_force_ev_per_a=6.089
C 2.129046 -0.658426 -1.036413 -1.54 2.72 -1.31
H -2.146413 2.316521 0.622771 1.39 -1.75 0.24
H -2.548921 0.775085 0.215494 -2.67 -2.43 -0.55
N -0.680643 1.177345 -0.363884 3.30 0.46 -2.49
H -1.206333 -0.999158 0.966500 4.46 0.37 -1.19
N 1.419020 0.462620 -1.067552 2.00 -3.07 0.48
O 1.853387 -1.790210 -0.479781 -0.78 -1.62 2.49
C -0.003586 -0.833568 0.469550 -0.97 -5.63 2.12
N 0.780883 -1.914911 0.458168 -2.47 2.30 -0.49
H -1.159187 0.883582 1.553970 -2.56 0.86 -1.31
H 2.985887 -0.955716 -1.606113 0.78 1.34 -0.76
C 0.279436 0.314937 -0.276347 -2.53 3.07 -1.36
C -1.702576 1.221900 0.543637 1.59 3.36 4.13

(3)
13
Properties=species:S:1:pos:R:3:forces:R:3 method="wB97M-V/def2-TZVPD" multiplicity=1 relative_energy_kcal_mol=107.5 e_tot_ha=-394.79622 orbital_gap_ev=9.0 charge=0 homo_ev=-8.320 max_force_ev_per_a=6.571
N 1.464297 1.086781 0.078526 -1.57 1.40 -0.07
C -1.165011 1.207974 -0.102414 0.91 -6.39 1.22
H -1.294894 -1.482820 0.336246 -3.52 1.96 -1.05
H -2.998425 -1.479824 -0.215862 -0.83 0.84 0.16
N -2.253391 -0.904256 0.118659 4.87 -1.99 1.68
N -2.219109 0.422483 0.089232 0.18 1.91 -1.88
H 3.576978 0.025452 0.189603 -2.62 0.83 -0.01
C 0.251886 0.541745 -0.088603 0.28 3.74 0.59
H -1.297275 2.225636 -0.174778 -0.16 1.96 0.01
C 2.415016 0.084740 0.124881 -2.78 -2.41 -1.32
C 1.593832 -1.036630 -0.089476 5.77 -0.80 1.45
O 0.291537 -0.793990 -0.160952 1.28 -0.43 -0.20
H 2.164394 -1.958555 0.081161 -1.80 -0.61 -0.58

(4)
13
Properties=species:S:1:pos:R:3:forces:R:3 method="wB97M-V/def2-TZVPD" multiplicity=1 relative_energy_kcal_mol=140.2 e_tot_ha=-394.74412 orbital_gap_ev=8.2 charge=0 homo_ev=-7.868 max_force_ev_per_a=8.273
O 2.849176 -0.397807 0.092978 0.79 -4.08 0.08
C -0.366601 1.189803 -0.061736 0.95 -2.42 -0.95
C -1.646947 0.793201 -0.021604 2.47 2.80 0.11
C 0.238967 -1.113146 -0.187191 -0.94 -4.76 -0.57
N -1.012250 -1.449983 0.019416 0.31 0.68 -0.99
C 0.775730 0.154306 -0.229001 -2.84 4.74 1.48
H -0.192525 2.206961 -0.080316 0.73 1.87 -0.03
H 0.976812 -1.964958 -0.389972 -1.39 0.93 0.84
H -2.908308 -0.732430 0.808422 3.53 1.00 -3.83
H 3.806666 -0.262955 0.110283 -0.73 1.70 -0.10
H -2.450130 1.451772 0.011618 -1.12 1.47 0.18
N -2.017180 -0.445968 -0.072294 -2.90 -6.51 4.20
N 1.946596 0.571202 -0.000603 1.12 2.59 -0.43

(5)
13
Properties=species:S:1:pos:R:3:forces:R:3 method="wB97M-V/def2-TZVPD" multiplicity=1 relative_energy_kcal_mol=153.8 e_tot_ha=-394.72243 orbital_gap_ev=9.5 charge=0 homo_ev=-9.212 max_force_ev_per_a=8.849
C 1.270596 -0.130007 0.014740 8.21 0.64 3.24
H 2.104657 0.451121 -0.612739 -1.31 -1.74 1.25
C -1.572681 0.379187 -1.867665 2.06 -1.05 -2.00
N -2.027537 0.339236 -0.709865 -6.10 0.79 2.93
C 1.869328 -0.699257 1.207186 -4.76 -1.01 -1.06
N -0.167178 0.212143 -1.799446 -1.57 1.26 -5.98
H 2.958045 -0.788792 1.357624 -0.78 0.38 -0.43
H -2.290784 0.318146 -2.697284 1.15 0.22 0.06
H -1.041052 0.801697 2.053360 -1.09 -3.75 -2.55
N -1.096479 0.347464 0.169568 2.99 0.32 -3.65
C 0.081474 0.252993 -0.599945 -1.51 -1.86 6.12
H 1.178273 -1.394591 2.096573 2.09 2.47 -3.00
O -1.266662 -0.089340 1.387894 0.63 3.32 5.07

(6)
13
Properties=species:S:1:pos:R:3:forces:R:3 method="wB97M-V/def2-TZVPD" multiplicity=1 relative_energy_kcal_mol=94.8 e_tot_ha=-394.81645 orbital_gap_ev=9.2 charge=0 homo_ev=-9.520 max_force_ev_per_a=4.818
O -1.265095 0.733031 -1.376037 -2.58 1.99 3.55
C 0.891117 -1.237976 0.610603 0.82 -0.11 1.09
H 1.012138 -2.244482 1.043111 0.60 0.72 -0.29
N -0.237152 0.242012 -0.641479 2.01 0.20 -0.01
H -0.349546 2.644137 -0.003403 -0.22 0.54 0.02
H -1.853778 1.073092 -0.538608 0.99 -0.84 -3.41
N -0.896733 -2.069596 -0.812695 -0.33 -1.08 -0.36
C 0.548818 1.047702 0.282166 -1.03 -0.07 0.93
N 0.346675 2.302919 0.656252 0.82 -3.71 -1.69
C -0.165896 -1.144498 -0.435744 1.91 2.56 2.58
H 2.154498 0.345210 1.623943 0.66 -0.36 0.98
H -1.578417 -1.657057 -1.410377 -1.04 0.02 -0.93
C 1.393371 -0.034495 1.002266 -2.60 0.14 -2.46

(7)
13
Properties=species:S:1:pos:R:3:forces:R:3 method="wB97M-V/def2-TZVPD" multiplicity=1 relative_energy_kcal_mol=58.3 e_tot_ha=-394.87457 orbital_gap_ev=9.6 charge=0 homo_ev=-9.979 max_force_ev_per_a=2.149
H 1.484474 -0.404935 2.856507 -0.32 0.22 -0.74
N 0.156100 -1.020250 -0.146688 0.07 0.08 -0.30
C 0.800666 -1.176110 0.967976 -0.01 -0.67 1.46
H -0.479345 1.391706 -2.068730 -0.02 0.25 0.33
N 0.584666 1.078367 1.708121 -0.58 -1.27 -0.75
O -0.921001 -0.517983 -2.499518 -0.19 0.62 0.94
C -0.955609 0.567303 -1.542512 -1.28 -0.56 -1.25
C 0.973956 -0.184464 1.898640 1.01 1.09 1.56
H -0.879523 -1.337313 -1.985722 0.06 0.08 -0.12
H 1.110579 -2.134761 1.281927 0.45 -1.20 -0.16
C -0.233668 0.230510 -0.276655 -0.64 1.20 -0.76
N -0.076469 1.248766 0.572820 0.27 0.43 -0.02
H -2.030328 0.857538 -1.312305 1.18 -0.26 -0.17

(8)
13
Properties=species:S:1:pos:R:3:forces:R:3 method="wB97M-V/def2-TZVPD" multiplicity=1 relative_energy_kcal_mol=124.8 e_tot_ha=-394.76873 orbital_gap_ev=9.6 charge=0 homo_ev=-8.974 max_force_ev_per_a=6.661
N -1.289420 1.032654 -0.058578 -2.82 3.43 1.22
C 2.112437 0.114493 -0.230248 4.30 2.83 1.08
C -1.143734 -0.216071 -0.068018 -0.69 -6.61 -0.39
N -0.202752 1.648761 0.140695 2.88 2.97 -1.24
C 1.574419 -1.287767 0.191681 -0.90 -0.04 -1.01
H 2.705904 0.187740 -1.272712 -2.44 0.03 1.85
N 0.763109 0.721014 0.096042 -0.99 -2.58 -1.59
C 0.184220 -0.501348 -0.047273 2.13 -1.24 1.56
O -2.175656 -1.149700 -0.043580 -1.56 3.03 -0.03
H 1.786898 -1.466590 1.306104 -0.51 -0.08 -1.85
H 2.832699 0.738325 0.466987 -0.84 -1.96 -1.05
H -3.004426 -0.536794 0.052386 1.94 -1.85 -0.29
H 1.823559 -2.197921 -0.528086 -0.52 2.08 1.74

(9)
13
Properties=species:S:1:pos:R:3:forces:R:3 method="wB97M-V/def2-TZVPD" multiplicity=1 relative_energy_kcal_mol=132.8 e_tot_ha=-394.75588 orbital_gap_ev=8.1 charge=0 homo_ev=-8.500 max_force_ev_per_a=11.437
N 1.181097 0.629659 1.005809 4.43 -1.35 4.45
N 1.726824 -2.410898 -0.435287 -3.36 8.32 -0.90
H -2.392590 -0.721822 -0.706093 2.93 -0.92 -1.91
N -0.726518 1.774022 0.432039 2.94 3.15 0.63
H -1.753097 2.098413 0.239500 3.13 -1.53 0.08
C -1.272036 -1.144007 -1.252780 0.33 -0.90 1.56
C 0.023464 -0.489373 -0.588553 -4.46 1.63 -0.39
H 1.153936 0.780342 2.079130 -0.27 0.23 -2.59
O -1.182577 -2.178603 -1.916859 -0.79 3.11 1.50
H 1.848157 -0.275580 0.850674 -2.13 2.85 0.35
H 0.220473 2.632298 0.495886 -4.67 -3.10 -0.07
C 1.127068 -1.299294 -0.540879 4.04 -10.68 0.56
C 0.045800 0.604842 0.337413 -2.12 -0.81 -3.28

(10)
13
Properties=species:S:1:pos:R:3:forces:R:3 method="wB97M-V/def2-TZVPD" multiplicity=1 relative_energy_kcal_mol=130.1 e_tot_ha=-394.76022 orbital_gap_ev=8.6 charge=0 homo_ev=-8.385 max_force_ev_per_a=3.594
N 1.411552 -1.300878 -0.006846 -1.30 2.17 0.49
C 0.226495 -1.788502 -0.116916 1.63 0.54 -0.26
C 1.615487 0.110217 0.407650 2.79 -2.23 -0.37
H -1.846326 -2.041048 0.009503 -0.71 0.64 0.48
H 0.858766 2.958142 -0.853765 0.12 -0.12 -0.46
N 0.651829 2.392567 -0.050255 -0.51 0.54 0.66
O -2.385174 0.642050 0.206871 0.45 -0.99 -0.21
H 0.146676 -2.723939 -0.583397 0.47 -1.79 -0.23
N -1.133678 -0.002030 0.063654 -1.37 2.08 0.40
C 1.020643 1.250922 0.079227 0.69 -0.87 0.12
C -1.090484 -1.261537 0.086232 -0.28 0.23 -0.45
H -2.237996 1.601304 0.085283 0.56 -0.75 0.07
H 2.762207 0.162733 0.672758 -2.54 0.54 -0.24